# 1
This record from the Open Molecules 2025 dataset describes a molecular structure, C6H10BrO3 at a distorted geometry. The level of theory is ωB97M-V with the def2-TZVPD basis set.

CARTESIAN COORDINATES (ANGSTROEM)
C1 -2.584 -1.911 0.225
C2 0.711 -1.195 -0.222
C3 0.489 1.297 -0.717
C4 -0.149 0.333 1.535
C5 -1.627 -0.252 -0.414
C6 -0.178 0.061 0.067
O1 -3.197 -2.381 -0.683
O2 -2.278 -2.159 1.353
O3 -1.862 -0.277 -1.861
Br1 -2.989 1.192 0.110
H1 0.211 -2.109 0.245
H2 1.793 -1.078 0.120
H3 0.746 -1.278 -1.238
H4 -0.209 1.727 -1.416
H5 0.703 2.175 -0.016
H6 1.379 1.012 -1.402
H7 -0.554 1.297 1.778
H8 0.899 0.369 1.737
H9 -0.738 -0.532 1.894
H10 -2.662 -0.814 -1.991

Atoms 1-3, force components in eV/Å:
C 2.3 2.1 -0.4
C -0.5 -0.2 3.1
C 0.5 0.1 0.0

E_LUMO: 3.42 eV
Energy relative to the best compared isomer or geometry (same formula, charge and spin): 1.247 eV
HOMO level: -0.1433 Ha
Orbital gap: 7.319 eV
Net charge: -1



# 2
This record from the Open Molecules 2025 dataset describes a molecular structure, C7H10F2N4O at a distorted geometry. The level of theory is ωB97M-V with the def2-TZVPD basis set.

CARTESIAN COORDINATES (ANGSTROEM)
C1 1.037 -1.743 1.505
C2 1.684 -0.134 2.599
C3 0.061 -0.854 1.416
C4 -0.477 1.427 -0.664
C5 -1.018 -0.951 0.543
C6 -0.348 -0.082 -2.762
C7 0.168 0.285 -1.412
N1 2.012 -1.347 2.277
N2 0.449 0.213 2.173
N3 -1.646 1.883 -1.149
N4 1.432 -0.155 -0.983
O1 0.175 1.975 0.242
F1 -0.640 0.925 -3.616
F2 -1.566 -0.794 -2.658
H1 1.093 -2.782 1.082
H2 2.418 0.396 3.256
H3 -1.246 -1.809 -0.122
H4 -1.721 -0.115 0.764
H5 0.296 -0.703 -3.263
H6 0.233 1.135 1.853
H7 -2.234 1.264 -1.817
H8 -2.183 2.692 -0.701
H9 1.637 0.050 -0.068
H10 2.060 -0.595 -1.667

Atoms 1-3, force components in eV/Å:
C 1.0 -5.5 -1.4
C 1.9 1.0 2.3
C -2.7 -0.3 -1.8

E_LUMO (alpha / beta): -0.12 / -0.25 eV
Energy relative to the best compared isomer or geometry (same formula, charge and spin): 2.163 eV
HOMO level (alpha / beta): -0.2796 / -0.2615 Ha
Orbital gap (alpha / beta): 7.491 / 6.869 eV
Net charge: 0



# 3
This record from the Open Molecules 2025 dataset describes 2 unconnected molecules or ions with the total composition C6H14. The level of theory is ωB97M-V with the def2-TZVPD basis set.

CARTESIAN COORDINATES (ANGSTROEM)
C1 2.580 -0.030 -0.352
C2 1.228 -0.692 -0.439
C3 0.044 -0.072 -0.477
C4 -0.086 1.428 -0.436
C5 -1.242 -0.862 -0.598
C6 -2.363 -0.401 0.340
H1 2.625 0.709 0.456
H2 3.364 -0.769 -0.162
H3 2.843 0.487 -1.284
H4 1.229 -1.782 -0.483
H5 0.409 0.173 2.853
H6 0.366 -0.093 2.161
H7 -0.682 1.753 0.426
H8 0.886 1.921 -0.370
H9 -0.595 1.803 -1.333
H10 -1.028 -1.921 -0.416
H11 -1.607 -0.798 -1.633
H12 -2.690 0.618 0.110
H13 -3.237 -1.055 0.247
H14 -2.044 -0.418 1.389

Atoms 1-3, force components in eV/Å:
C 0.1 0.0 0.0
C -0.2 0.0 0.0
C 0.2 -0.1 0.0

E_LUMO: 1.18 eV
Energy relative to the best compared isomer or geometry (same formula, charge and spin): 1.554 eV
HOMO level: -0.3248 Ha
Orbital gap: 10.020 eV
Net charge: 0



# 4
This record from the Open Molecules 2025 dataset describes 2 unconnected molecules or ions with the total composition C5H13N3O at a distorted geometry. The level of theory is ωB97M-V with the def2-TZVPD basis set.

CARTESIAN COORDINATES (ANGSTROEM)
C1 -0.984 -0.206 -0.114
C2 -3.181 0.784 0.523
C3 2.827 -0.983 -0.344
C4 -2.266 0.465 -0.604
C5 2.736 0.034 0.729
N1 -0.955 -1.497 0.205
N2 3.382 1.087 0.441
N3 0.159 0.300 -0.107
O1 0.398 1.687 -0.501
H1 -3.469 -0.238 0.895
H2 -2.624 1.439 1.263
H3 -4.093 1.529 0.367
H4 1.817 -1.065 -0.855
H5 3.572 -0.648 -1.040
H6 2.886 -2.002 -0.042
H7 -2.581 -0.229 -1.346
H8 -1.958 1.410 -1.136
H9 1.852 -0.047 1.454
H10 -0.039 -1.847 0.135
H11 -1.688 -2.149 -0.017
H12 3.186 1.887 1.081
H13 1.312 1.679 -0.648

Atoms 1-3, force components in eV/Å:
C -1.6 2.8 -1.6
C -1.7 1.3 1.5
C -2.0 -0.7 -0.6

E_LUMO: 0.78 eV
Energy relative to the best compared isomer or geometry (same formula, charge and spin): 4.358 eV
HOMO level: -0.3197 Ha
Orbital gap: 9.484 eV
Net charge: 0



# 5
This record from the Open Molecules 2025 dataset describes a molecular structure, C17H24ClIrN7O4P at a distorted geometry. The level of theory is ωB97M-V with the def2-TZVPD basis set.

CARTESIAN COORDINATES (ANGSTROEM)
Ir1 9.944 11.467 8.287
C1 12.328 15.861 10.985
N1 11.388 14.733 10.735
C2 10.302 14.500 11.525
C3 9.695 13.419 11.017
N2 10.345 13.034 9.855
C4 11.389 13.863 9.725
P1 12.519 13.947 8.327
C5 12.894 12.121 8.177
N3 12.066 11.070 8.242
C6 12.737 9.900 8.086
C7 14.050 10.212 8.071
N4 14.137 11.576 8.118
C8 15.427 12.279 7.982
C9 11.293 13.966 7.000
N5 10.435 12.960 6.716
C10 9.776 13.311 5.580
C11 10.253 14.508 5.159
N6 11.193 14.923 6.062
C12 11.801 16.252 5.962
H1 13.125 15.543 11.686
H2 11.653 16.631 11.365
H3 12.793 16.217 10.052
H4 10.060 15.001 12.445
H5 8.773 12.881 11.269
H6 12.189 8.973 8.002
H7 14.930 9.560 8.021
H8 15.270 13.340 7.903
H9 15.944 11.873 7.123
H10 15.984 12.027 8.902
H11 8.901 12.764 5.239
H12 9.900 15.075 4.341
H13 12.177 16.389 4.928
H14 12.565 16.318 6.718
H15 10.958 16.959 6.139
C13 8.691 6.074 7.165
C14 8.347 7.098 8.228
C15 6.963 7.704 8.096
C16 8.566 6.486 9.625
C17 9.234 8.261 8.158
N7 9.782 9.260 8.093
H16 8.044 5.202 7.200
H17 9.710 5.755 7.350
H18 8.594 6.467 6.173
H19 6.203 6.965 8.240
H20 6.849 8.099 7.097
H21 6.764 8.539 8.776
H22 7.806 5.726 9.834
H23 8.559 7.190 10.422
H24 9.532 6.012 9.720
O1 6.309 12.636 9.798
Cl1 6.906 12.697 8.508
O2 6.038 12.629 7.440
O3 7.890 13.754 8.395
O4 7.821 11.342 8.455

Atoms 1-3, force components in eV/Å:
Ir -1.2 0.9 0.0
C -0.3 -0.4 -0.1
N 0.9 1.2 0.1

Multiplicity: 5
E_LUMO (alpha / beta): -5.69 / -8.91 eV
⟨S²⟩: 6.008
Energy relative to the best compared isomer or geometry (same formula, charge and spin): 0.319 eV
HOMO level (alpha / beta): -0.5279 / -0.5583 Ha
Orbital gap (alpha / beta): 8.671 / 6.280 eV
Net charge: +2



# 6
This record from the Open Molecules 2025 dataset describes a molecular structure, C44H56CaF6N7O6S2 at a distorted geometry. The level of theory is ωB97M-V with the def2-TZVPD basis set.

CARTESIAN COORDINATES (ANGSTROEM)
Ca1 12.117 16.444 16.975
C1 12.951 12.193 15.907
C2 12.098 12.977 16.892
C3 12.916 13.051 18.172
O1 11.691 14.234 16.464
H1 13.799 12.664 15.413
H2 12.298 11.866 15.086
H3 13.280 11.243 16.336
H4 11.212 12.368 17.134
H5 13.126 12.094 18.652
H6 12.388 13.580 18.984
H7 13.797 13.695 18.108
C4 15.756 10.790 17.982
C5 17.278 11.012 17.900
C6 17.838 11.417 19.243
O2 17.890 9.993 17.252
H8 15.537 9.790 18.380
H9 15.271 10.750 17.001
H10 15.208 11.444 18.676
H11 17.387 11.987 17.363
H12 17.806 10.670 20.041
H13 17.299 12.316 19.574
H14 18.880 11.699 19.094
C7 17.244 16.683 21.684
N1 16.647 15.328 21.730
C8 16.786 14.503 20.661
C9 16.024 13.355 20.651
C10 15.251 12.949 21.771
C11 15.257 13.799 22.855
C12 15.975 14.986 22.844
C13 14.452 11.688 21.869
C14 15.083 10.456 21.948
C15 14.304 9.320 22.228
N2 12.960 9.409 22.279
C16 12.340 10.573 22.044
C17 13.067 11.743 21.902
C18 12.115 8.289 22.720
H15 17.612 16.904 20.685
H16 18.097 16.636 22.361
H17 16.451 17.383 21.929
H18 17.653 14.595 20.022
H19 16.201 12.611 19.883
H20 14.587 13.584 23.678
H21 15.782 15.771 23.562
H22 16.138 10.288 21.784
H23 14.721 8.323 22.266
H24 11.263 10.521 21.972
H25 12.611 12.701 21.700
H26 11.663 8.631 23.647
H27 12.725 7.406 22.893
H28 11.423 8.074 21.908
C19 7.588 13.166 7.140
N3 7.710 13.481 8.591
C20 6.814 12.982 9.441
C21 6.875 13.204 10.811
C22 7.861 14.105 11.218
C23 8.726 14.736 10.318
C24 8.649 14.377 8.973
C25 8.076 14.255 12.688
C26 8.029 15.467 13.346
C27 8.246 15.507 14.718
N4 8.442 14.382 15.433
C28 8.543 13.200 14.784
C29 8.460 13.101 13.409
C30 8.455 14.421 16.924
H29 8.522 12.791 6.728
H30 7.374 14.132 6.684
H31 6.795 12.448 6.961
H32 6.243 12.108 9.149
H33 6.180 12.817 11.541
H34 9.485 15.402 10.696
H35 9.205 14.810 8.153
H36 7.781 16.338 12.756
H37 8.232 16.390 15.344
H38 8.849 12.383 15.422
H39 8.532 12.110 12.986
H40 9.208 15.135 17.265
H41 8.722 13.452 17.333
H42 7.419 14.679 17.137
C31 13.124 7.164 15.768
N5 13.908 8.182 15.015
C32 15.237 8.355 15.172
C33 15.889 9.401 14.559
C34 15.185 10.262 13.702
C35 13.834 10.005 13.519
C36 13.229 8.926 14.133
C37 15.920 11.451 13.165
C38 16.735 12.197 14.028
C39 17.451 13.303 13.540
N6 17.235 13.719 12.277
C40 16.403 13.086 11.445
C41 15.779 11.943 11.883
C42 17.827 15.050 11.890
H43 12.248 7.659 16.176
H44 13.774 6.742 16.529
H45 12.833 6.393 15.058
H46 15.711 7.678 15.869
H47 16.919 9.672 14.768
H48 13.228 10.718 12.974
H49 12.184 8.708 13.971
H50 16.919 11.923 15.062
H51 18.144 13.913 14.101
H52 16.318 13.489 10.447
H53 14.989 11.580 11.235
H54 18.844 15.072 12.270
H55 17.125 15.783 12.272
H56 17.894 15.078 10.804
C43 13.183 15.212 12.984
F1 13.981 14.282 13.486
F2 13.736 15.532 11.814
F3 11.952 14.806 12.668
S1 13.149 16.829 14.045
O3 13.791 17.836 13.278
O4 11.722 17.102 14.285
N7 13.864 16.500 15.584
S2 15.434 16.641 15.323
O5 15.897 16.213 14.027
O6 15.998 17.895 15.748
C44 16.251 15.290 16.491
F4 15.737 15.341 17.729
F5 16.140 14.086 15.933
F6 17.535 15.555 16.551

Atoms 1-3, force components in eV/Å:
Ca -0.6 -1.7 -0.8
C -1.1 -1.0 -1.3
C 0.8 0.3 0.7

E_LUMO: -11.72 eV
HOMO level: -0.5491 Ha
Orbital gap: 3.225 eV
Net charge: +5



# 7
This record from the Open Molecules 2025 dataset describes a molecular structure, C4H12AgCu2N3O11S2 at a distorted geometry. The level of theory is ωB97M-V with the def2-TZVPD basis set.

CARTESIAN COORDINATES (ANGSTROEM)
Cu1 -10.547 25.213 -25.334
Cu2 -11.616 20.678 -24.181
Ag1 -14.453 22.621 -20.641
N1 -11.982 23.718 -22.605
O1 -11.783 22.528 -22.830
O2 -11.389 24.555 -23.212
O3 -12.866 23.909 -21.779
N2 -12.717 22.892 -26.379
O4 -12.560 21.744 -25.997
O5 -13.471 23.101 -27.313
O6 -12.150 23.745 -25.790
N3 -12.570 27.805 -25.533
O7 -12.255 26.705 -25.065
O8 -12.552 28.705 -24.685
O9 -12.792 27.844 -26.689
C1 -6.183 25.531 -23.949
S1 -7.820 25.764 -22.997
O10 -8.958 25.874 -24.006
C2 -7.906 24.049 -22.329
H1 -6.205 24.753 -24.712
H2 -5.468 25.197 -23.198
H3 -5.726 26.486 -24.209
H4 -7.439 24.082 -21.345
H5 -7.383 23.284 -22.904
H6 -8.964 23.797 -22.256
C3 -15.328 24.688 -23.644
S2 -16.533 24.914 -25.077
O11 -15.648 25.548 -26.137
C4 -16.671 23.170 -25.564
H7 -15.057 25.646 -23.198
H8 -14.422 24.306 -24.112
H9 -15.708 24.084 -22.820
H10 -17.026 22.400 -24.878
H11 -15.803 22.777 -26.093
H12 -17.425 23.243 -26.347

Atoms 1-3, force components in eV/Å:
Cu 0.1 -0.1 0.7
Cu -0.4 1.5 -0.7
Ag 0.9 0.3 -0.2

Multiplicity: 3
E_LUMO (alpha / beta): -8.21 / -10.44 eV
⟨S²⟩: 2.014
HOMO level (alpha / beta): -0.5265 / -0.5241 Ha
Orbital gap (alpha / beta): 6.120 / 3.820 eV
Net charge: +2



# 8
This record from the Open Molecules 2025 dataset describes 2 unconnected molecules or ions with the total composition C9H12Si2 at a distorted geometry. The level of theory is ωB97M-V with the def2-TZVPD basis set.

CARTESIAN COORDINATES (ANGSTROEM)
C1 0.981 -0.316 -0.892
C2 1.519 0.667 -1.387
C3 -0.820 -3.841 0.547
C4 -1.563 -2.690 0.362
C5 0.497 -3.805 0.175
C6 -0.912 -1.493 0.052
C7 1.117 -2.675 -0.391
C8 0.438 -1.473 -0.362
C9 -1.030 2.532 1.301
Si1 2.134 2.332 -1.970
Si2 -0.507 4.070 0.317
H1 -1.088 -4.807 0.978
H2 -2.619 -2.678 0.470
H3 1.088 -4.745 0.471
H4 -1.564 -0.600 -0.020
H5 2.261 -2.627 -0.600
H6 -1.958 2.816 1.876
H7 -1.003 1.679 0.728
H8 -0.217 2.398 2.174
H9 3.309 3.014 -1.637
H10 1.850 2.401 -3.347
H11 -1.762 4.854 -0.330
H12 -0.151 4.990 1.486

Atoms 1-3, force components in eV/Å:
C 1.7 2.6 -1.0
C 0.3 0.3 0.5
C 0.6 -0.5 -0.2

E_LUMO (alpha / beta): -0.90 / -0.85 eV
Energy relative to the best compared isomer or geometry (same formula, charge and spin): 0.286 eV
HOMO level (alpha / beta): -0.2751 / -0.2900 Ha
Orbital gap (alpha / beta): 6.583 / 7.040 eV
Net charge: 0



Listing molecular weight for the structures above in their given order: 210.0; 204.2; 86.2; 131.2; 649.1; 997.2; 577.2; 176.4 g mol⁻¹.
Listing total energy for the structures above in their given order: -82569.94840; -20861.37396; -6447.85512; -11910.25900; -61264.15379; -125613.42730; -146249.07384; -25276.59893 eV.